Entry 1:
Molecular formula: C9H18ClIN2OPV
Method: DFT, ωB97M-V/def2-TZVPD

Last column: Mulliken charge in e.
CARTESIAN COORDINATES (ANGSTROEM)
C1 -2.73 -1.12 -2.07  -0.65
I1 -3.06 -1.30 0.20  0.28
H1 -2.09 -0.26 -2.31  0.34
H2 -3.77 -0.97 -2.40  0.40
H3 -2.35 -2.09 -2.42  0.36
V1 -0.89 -0.10 -0.15  0.27
P1 0.88 -1.63 -0.72  1.21
C2 1.16 -3.21 0.14  -1.18
C3 0.76 -2.09 -2.48  -1.14
H4 2.51 0.13 -1.17  0.36
H5 3.31 -1.47 -0.93  0.51
H6 2.71 -0.56 0.48  0.41
C4 2.51 -0.80 -0.58  -1.20
H7 0.64 -1.18 -3.09  0.41
H8 1.67 -2.62 -2.79  0.43
H9 2.10 -3.66 -0.22  0.42
H10 0.32 -3.88 -0.07  0.42
H11 -0.11 -2.74 -2.63  0.37
H12 1.22 -3.04 1.22  0.44
C5 -0.38 -0.79 1.57  0.31
O1 -0.10 -1.15 2.65  -0.11
Cl1 -0.14 1.16 -1.88  -0.19
C6 1.46 2.43 1.19  -0.96
C7 -0.01 2.57 1.34  0.33
N1 -1.01 1.75 1.01  0.50
C8 -2.18 2.27 1.57  -0.48
C9 -1.87 3.42 2.25  -0.58
N2 -0.52 3.61 2.05  -0.03
H13 1.91 3.38 0.90  0.46
H14 1.89 2.11 2.16  0.34
H15 1.70 1.68 0.43  -0.04
H16 -3.12 1.75 1.46  0.31
H17 -2.49 4.05 2.85  0.43
H18 0.05 4.34 2.45  0.24

Computed properties:
E_HOMO (spin up / spin down): -19.085 / -19.114 eV
Energy relative to the best compared isomer or geometry (same formula, charge and spin): 0.0 kJ/mol
Net charge: +3
<S²>: 0.802
2S+1: 2
Lowest unoccupied orbital energy (spin up / spin down): -14.456 / -13.743 eV

---

Entry 2:
Molecular formula: C9H18ClO11SSi
Method: DFT, ωB97M-V/def2-TZVPD

Last column: Mulliken charge in e.
CARTESIAN COORDINATES (ANGSTROEM)
C1 3.04 1.43 1.42  -0.75
C2 2.78 2.44 0.30  0.69
O1 2.70 3.56 0.59  -0.51
O2 2.60 2.11 -1.02  -0.33
C3 2.89 0.78 -1.33  0.00
O3 3.90 0.44 -1.77  -0.41
C4 1.74 -0.22 -1.07  0.74
O4 2.22 -1.39 -0.45  -0.37
S1 1.03 -2.54 -0.13  0.55
O5 0.50 -2.92 -1.39  -0.44
O6 -0.24 -1.79 0.64  -0.27
C5 0.16 -1.18 1.88  -0.55
C6 -0.42 0.29 1.89  0.14
O7 -1.66 0.25 1.20  -0.44
Si1 -1.98 1.61 0.24  0.61
C7 -3.86 1.90 0.37  -1.10
C8 -1.09 3.19 0.79  -1.00
C9 -1.58 1.31 -1.59  -0.89
H1 3.98 1.71 1.90  0.34
H2 3.07 0.37 1.12  0.25
H3 2.25 1.53 2.18  0.25
H4 0.97 0.29 -0.47  -0.51
H5 1.27 -0.41 -2.06  0.58
H6 1.26 -1.20 1.99  0.30
H7 -0.34 -1.73 2.69  0.40
H8 -0.64 0.53 2.95  0.38
H9 0.34 0.94 1.44  -0.30
H10 -4.32 0.96 0.04  0.28
H11 -4.08 2.00 1.44  0.26
H12 -4.19 2.75 -0.23  0.32
H13 -0.91 3.23 1.87  0.28
H14 -1.71 4.04 0.47  0.39
H15 -0.11 3.33 0.29  0.26
H16 -1.04 2.17 -2.03  0.32
H17 -2.51 1.11 -2.15  0.39
H18 -0.93 0.44 -1.72  0.13
O8 -0.33 -6.31 -0.78  -0.67
Cl1 -1.01 -6.27 -2.06  1.68
O9 -0.07 -5.92 -3.09  -0.65
O10 -2.07 -5.29 -2.01  -0.66
O11 -1.57 -7.58 -2.34  -0.68

Computed properties:
E_HOMO: -5.428 eV
Net charge: -1
Lowest unoccupied orbital energy: 2.099 eV

---

Entry 3:
Molecular formula: C9H18ClReS4Te
Method: DFT, ωB97M-V/def2-TZVPD

Last column: Mulliken charge in e.
CARTESIAN COORDINATES (ANGSTROEM)
Re1 -0.51 0.54 0.56  0.28
C1 -0.12 -3.14 -1.55  -0.70
C2 -0.51 -3.02 -0.09  -0.25
S1 0.88 -2.59 1.04  -0.09
C3 -0.03 -1.91 2.50  -0.71
C4 0.80 -0.89 3.27  -0.67
S2 0.74 0.85 2.65  -0.04
C5 2.46 1.15 2.03  -0.63
C6 2.49 1.52 0.56  -0.91
S3 1.68 0.09 -0.28  0.01
C7 1.72 0.39 -2.08  -0.63
C8 1.50 -0.96 -2.75  -0.75
S4 -0.21 -1.66 -2.66  -0.11
H1 -0.83 -3.80 -2.04  0.40
H2 0.88 -3.54 -1.66  0.38
H3 -0.88 -3.99 0.23  0.45
H4 -1.31 -2.27 0.05  0.08
H5 -0.25 -2.75 3.16  0.51
H6 -0.98 -1.47 2.16  0.32
H7 1.84 -1.18 3.32  0.40
H8 0.41 -0.81 4.29  0.44
H9 3.03 0.23 2.20  0.35
H10 2.87 1.95 2.65  0.45
H11 3.51 1.60 0.20  0.48
H12 1.94 2.44 0.36  0.39
H13 2.71 0.77 -2.35  0.43
H14 0.95 1.11 -2.37  0.33
H15 2.16 -1.71 -2.34  0.44
H16 1.68 -0.86 -3.82  0.42
Te1 -1.94 -0.03 -1.57  0.03
Cl1 -3.63 1.31 0.01  -0.21
C9 -2.38 1.23 1.31  -0.60
H17 -2.85 0.65 2.11  0.34
H18 -2.30 2.27 1.68  0.37

Computed properties:
E_HOMO (spin up / spin down): -10.908 / -10.539 eV
Energy relative to the best compared isomer or geometry (same formula, charge and spin): 30.8 kJ/mol
Net charge: +1
<S²>: 3.768
2S+1: 4
Lowest unoccupied orbital energy (spin up / spin down): -2.783 / -3.882 eV

---

Entry 4:
Molecular formula: C9H18F6NaO9P
Method: DFT, ωB97M-V/def2-TZVPD

Last column: Mulliken charge in e.
CARTESIAN COORDINATES (ANGSTROEM)
Na1 11.18 2.55 14.90  1.00
P1 14.10 5.02 19.62  1.15
F1 13.88 5.71 18.18  -0.35
F2 13.00 3.87 19.24  -0.38
F3 15.29 4.04 18.93  -0.38
F4 14.31 4.33 21.10  -0.35
F5 15.22 6.20 19.94  -0.35
F6 12.82 5.85 20.23  -0.35
C1 6.99 -2.33 12.25  -0.63
O1 7.91 -2.98 11.41  -0.28
C2 9.18 -2.64 11.39  0.83
O2 9.76 -1.64 11.86  -0.62
O3 9.86 -3.63 10.84  -0.30
C3 11.24 -3.57 10.51  -0.67
H1 6.04 -2.83 12.05  0.23
H2 6.92 -1.25 12.12  0.29
H3 7.22 -2.54 13.29  0.31
H4 11.74 -2.74 11.02  0.31
H5 11.45 -3.68 9.45  0.27
H6 11.88 -4.35 10.92  0.27
C4 3.65 2.13 18.71  -0.66
O4 4.44 3.21 19.16  -0.32
C5 5.53 3.46 18.52  0.83
O5 6.12 2.68 17.72  -0.63
O6 5.99 4.70 18.85  -0.32
C6 5.28 5.64 19.65  -0.55
H7 4.19 1.20 18.90  0.29
H8 3.50 2.19 17.64  0.30
H9 2.60 2.17 19.02  0.27
H10 5.46 5.31 20.67  0.27
H11 4.21 5.55 19.45  0.29
H12 5.73 6.61 19.44  0.22
C7 12.58 4.03 7.70  -0.67
O7 13.66 4.71 8.21  -0.31
C8 13.92 4.69 9.51  0.85
O8 13.27 4.08 10.33  -0.60
O9 14.92 5.43 9.72  -0.29
C9 15.20 5.76 11.11  -0.68
H13 12.85 2.99 7.53  0.29
H14 12.19 4.42 6.76  0.24
H15 11.77 3.97 8.42  0.31
H16 14.37 6.15 11.70  0.31
H17 15.83 6.64 11.09  0.26
H18 15.79 4.98 11.60  0.30

Computed properties:
E_HOMO: -10.303 eV
Lowest unoccupied orbital energy: -2.792 eV

---

E_tot (computed, a.u.): -2580.61703 -2329.07173 -2752.64210 -2133.87817